(1)
50
Properties=species:S:1:pos:R:3:forces:R:3 method="wB97M-V/def2-TZVPD" largest_force_ha_per_bohr=0.019 homo_lumo_gap_ha=0.2635 total_energy_ha=-1545.07886 e_homo_ha=-0.2845 lumo_energy_ev=-0.57 total_charge=0
H -0.499687 -3.221349 -3.581342 0.10 0.03 0.01
C -2.265925 -2.963283 -2.382697 0.21 0.16 0.19
C 1.279863 -0.367303 4.018167 -0.03 0.05 -0.09
C -1.916643 -1.606077 -0.446298 -0.52 -0.62 -0.50
C -0.926107 -2.771822 -2.697089 -0.19 -0.06 0.00
C 4.747924 1.588879 0.506983 0.16 -0.04 -0.11
H 1.059168 2.436792 -2.584826 0.06 -0.12 -0.12
H 2.942644 -1.242055 0.721623 0.13 0.00 -0.07
O -1.615656 -0.436692 3.760822 0.10 0.02 -0.09
H -0.901313 6.501181 -0.617883 -0.03 0.06 0.04
H 3.224541 -0.478248 4.928447 0.02 0.04 0.04
N -0.621333 -1.435433 -0.750665 -0.26 0.04 -0.08
C 3.429256 1.526485 0.092442 0.02 0.04 -0.09
H -0.232416 6.485821 -2.995410 0.00 0.01 -0.04
C 3.268341 -0.923478 2.825413 -0.10 0.00 0.11
C -0.465649 5.612293 -1.051964 0.00 0.11 -0.09
C -2.368198 -1.030010 0.874919 -0.35 0.04 0.21
H -3.787016 -2.497537 -0.918939 -0.08 0.07 0.07
H 6.085273 2.170944 2.080329 0.10 -0.01 0.01
Be 0.037121 -0.367951 0.443000 0.13 0.02 -0.15
H 1.934066 2.837266 2.797380 -0.08 0.07 0.11
C 5.057799 2.111091 1.751850 0.05 -0.03 0.09
C 0.633365 3.326818 -2.143100 0.02 -0.04 -0.03
C 2.502907 -1.008440 1.678061 0.28 -0.12 -0.07
C -2.762735 -2.372282 -1.232415 0.01 0.10 -0.07
C 2.650267 -0.571891 4.018316 -0.11 -0.12 -0.28
C 2.388241 1.976123 0.897494 -0.38 0.04 -0.09
H 4.269753 2.966720 3.547292 0.02 0.05 0.10
H 3.197149 1.124023 -0.884695 0.04 -0.10 -0.19
N -1.250895 -0.551844 1.460248 0.01 0.33 -0.19
C -0.278856 4.482603 -0.276020 -0.05 0.02 0.16
C -0.925018 -0.458123 2.767668 -0.35 0.06 0.54
C 0.580037 -0.512852 2.832084 0.40 -0.12 0.81
Si 0.554876 1.824350 0.360919 0.45 0.43 -0.20
C -0.091695 5.602974 -2.386225 -0.06 0.07 0.01
C 4.037027 2.557659 2.574542 0.15 0.02 0.07
H 5.537622 1.231468 -0.138984 0.08 -0.01 -0.08
H 0.736787 -0.098689 4.910170 -0.10 -0.04 0.06
C -0.147056 -2.002034 -1.855531 0.29 -0.01 -0.25
H -0.571311 4.500460 0.762943 -0.05 0.04 0.15
C 2.723100 2.486691 2.147675 -0.12 0.06 0.05
H 0.740604 4.434330 -3.974682 0.01 -0.01 -0.02
H -0.071361 2.344827 1.613511 -0.19 -0.08 0.14
H 4.327826 -1.114494 2.778917 0.10 0.02 -0.04
C 0.454156 4.452802 -2.930583 0.09 0.00 -0.19
H -2.898907 -3.568706 -3.015457 -0.03 -0.01 -0.01
H 0.899219 -1.833279 -2.063299 0.09 0.04 -0.05
O -3.513600 -1.093677 1.254896 0.07 -0.13 -0.06
C 0.280209 3.319738 -0.797430 -0.07 -0.50 0.13
N 1.188302 -0.816016 1.676461 -0.05 0.11 0.13


(2)
9
Properties=species:S:1:pos:R:3:forces:R:3 method="wB97M-V/def2-TZVPD" de_lowest_ev=5.1210 largest_force_ha_per_bohr=0.031 homo_lumo_gap_ha="0.3201 / 0.2820" total_energy_ha=-589.93646 e_homo_ha="-0.3256 / -0.3265" lumo_energy_ev="-0.15 / -1.21" total_charge=0
H -1.193738 -1.063456 -0.393138 0.09 0.22 -1.02
O 2.037573 -0.892143 0.722178 -0.07 -0.15 0.71
H -1.355243 -1.953697 1.117159 -0.11 -0.43 0.94
C -1.415059 -1.012835 0.637643 0.69 0.91 -0.11
C 1.040567 1.116676 -0.383719 -0.58 -0.32 0.92
S 1.061550 0.165988 1.092231 0.33 -0.13 -1.55
H -1.812286 -0.092962 1.032363 -0.30 -0.28 0.22
H 0.705731 2.085160 -2.370026 0.05 0.51 -0.97
C 0.930909 1.647266 -1.454688 -0.11 -0.34 0.86


(3)
25
Properties=species:S:1:pos:R:3:forces:R:3 method="wB97M-V/def2-TZVPD" de_lowest_ev=3.8000 largest_force_ha_per_bohr=0.094 homo_lumo_gap_ha=0.2929 total_energy_ha=-769.42954 e_homo_ha=-0.2866 lumo_energy_ev=0.17 total_charge=0
H 1.594989 1.592413 0.343279 0.65 -0.23 -0.77
N -1.668603 0.129067 2.004592 -2.37 -0.89 -2.75
H 2.608021 0.774357 -0.973705 0.51 0.28 1.41
C 2.423104 0.854374 0.132868 -3.84 -0.92 0.83
H 1.511363 -0.447411 1.698392 -0.70 0.56 0.17
H -1.425657 3.725343 -0.936720 0.12 0.09 0.44
C 1.748617 -0.525385 0.630392 0.83 0.60 -1.46
H -2.416833 2.654127 -1.945725 -0.85 0.02 1.44
H 2.518137 -2.275811 -0.129338 0.15 -0.97 -0.26
H -0.866129 2.282870 -1.942767 -0.39 0.65 2.29
H 3.697700 -1.052146 0.245757 1.48 -0.03 -0.33
O -1.804429 1.909030 -0.019302 -0.04 1.35 0.14
O 0.729696 -0.961183 -0.211797 -2.23 1.77 1.02
H 3.009553 -1.951309 1.557347 0.51 -1.20 1.70
C -1.642559 2.691249 -1.148171 1.41 -0.61 -4.56
H -1.874735 -0.837203 2.254607 0.35 0.34 0.11
Si -1.645288 0.393219 0.291715 2.02 -3.00 0.71
H -2.012137 -1.919439 -2.274252 -0.01 0.06 1.71
H 3.107082 1.085760 0.924541 1.44 0.29 -0.46
C 2.856434 -1.579113 0.604273 -1.09 1.22 -1.41
C -2.308450 -1.850474 -1.172502 -0.44 -1.68 -0.62
O -2.382840 -0.516708 -0.782088 -1.06 1.72 0.06
H -3.321157 -2.388431 -1.088133 1.35 1.02 0.09
H -0.842285 0.455876 2.380206 2.07 0.63 1.41
H -1.593599 -2.243082 -0.443459 0.14 -1.04 -0.92


(4)
53
Properties=species:S:1:pos:R:3:forces:R:3 method="wB97M-V/def2-TZVPD" de_lowest_ev=0.0000 largest_force_ha_per_bohr=0.105 homo_lumo_gap_ha="0.2286 / 0.2845" total_energy_ha=-1392.75470 e_homo_ha="-0.4892 / -0.5324" lumo_energy_ev="-7.09 / -6.75" spin_multiplicity=4 total_charge=+2
H 1.113343 3.882291 -0.541089 0.13 -0.17 -0.25
C -1.741984 -0.747575 0.584008 -0.23 -1.94 -0.91
H 0.885722 3.775327 -2.313100 0.19 0.05 0.14
P -0.125260 1.955513 -1.287977 -1.04 1.65 -1.47
C 0.674198 -1.854453 0.390898 -0.45 1.67 2.77
H -0.732936 -1.418441 4.595011 0.31 -0.05 -0.18
C 1.796572 0.490141 0.345815 0.23 0.14 -0.11
C -0.392164 -0.539834 -2.747443 -0.01 0.91 0.66
H -0.887588 -3.853867 -0.838908 -0.27 0.02 -0.26
C -1.634237 2.787609 -1.809232 0.39 0.08 -0.52
C 0.758024 1.288752 1.140792 0.36 0.48 0.06
H -1.776898 -1.055958 -0.488047 -0.07 0.27 0.23
H 0.925992 -2.882972 0.673653 -0.12 -0.18 -0.93
H 1.918945 -3.285622 -1.485684 0.29 0.18 -0.35
H -2.430227 2.062482 -2.008627 0.04 0.37 -0.03
H 0.009999 1.419075 -3.609496 -0.06 -0.19 0.51
H 1.262461 2.189625 1.546728 -0.60 -0.27 -0.42
H -1.906908 3.495365 -1.015536 -0.15 -0.20 -0.36
H 0.979030 -1.012757 4.868036 -0.09 -0.31 -0.10
C -0.580376 -1.506945 1.251950 -0.98 1.33 1.65
H -2.082497 -2.764435 -1.643948 0.26 -0.23 0.15
C -0.596148 1.640678 0.405275 1.33 -1.13 1.82
H 1.402490 0.740990 -2.793804 -0.62 0.03 0.31
H -0.975186 -2.354743 1.841128 0.41 0.23 -0.65
H -0.808547 -3.554374 -2.604868 -0.01 0.19 0.33
H 2.144021 2.774379 -1.550589 -0.27 0.21 0.24
C 0.267130 -1.394970 4.117050 0.43 -1.36 1.11
C -1.883660 0.755908 0.602458 0.21 0.45 -0.39
H -1.352686 0.946438 4.558345 0.60 0.46 -0.27
H 2.503699 -1.196996 1.575142 -0.70 -0.21 -0.46
H 1.589628 0.582273 -0.726873 0.12 -0.20 -0.27
H -1.355194 3.328385 -2.712787 -0.52 0.12 -0.14
C 1.588956 -2.467950 -2.139518 -0.10 0.19 0.18
P 0.127474 -1.756988 -1.294524 0.39 -2.30 -4.88
H 0.405048 1.342569 4.720124 -0.60 -0.21 -0.92
H -2.677855 -1.223277 0.935359 0.31 0.52 0.01
H -2.552765 0.959202 -0.240844 -0.12 0.25 0.31
C -1.039997 -3.106664 -1.628373 -0.34 -0.05 0.36
H -0.088676 -1.019793 -3.706194 0.07 -0.24 1.00
H -0.665250 2.386544 3.703128 0.04 -0.42 -0.09
H 2.768886 0.987040 0.448404 -0.06 -0.27 0.08
H -2.449884 1.061794 1.489900 0.44 0.20 0.01
H 0.528878 -2.433860 3.864665 0.06 0.23 0.19
C 1.983351 -1.030657 0.602236 0.36 0.74 -0.46
C -0.471014 1.342518 3.997890 -1.35 0.47 0.95
C 0.299318 0.841201 -2.705887 -0.02 -0.50 -0.08
H -1.498104 -0.433003 -2.834821 0.67 -0.16 0.59
C 1.146532 3.212719 -1.410138 0.19 0.05 0.10
H 2.377905 -1.720669 -2.291885 -0.04 -0.36 0.05
H -0.873795 2.626231 0.823088 0.10 -0.13 -0.72
Tc 0.133405 -0.032899 2.628949 1.01 -0.44 0.55
H 2.711928 -1.345638 -0.175221 -0.28 -0.11 0.70
H 1.276918 -2.879712 -3.104638 0.16 0.14 0.18


(5)
19
Properties=species:S:1:pos:R:3:forces:R:3 method="wB97M-V/def2-TZVPD" de_lowest_ev=2.9436 largest_force_ha_per_bohr=0.134 homo_lumo_gap_ha=0.3578 total_energy_ha=-310.95110 e_homo_ha=-0.3293 lumo_energy_ev=0.77 total_charge=0
H -1.446354 -1.704410 0.571214 -0.02 -0.28 0.20
C 2.259118 0.019125 0.903437 -0.15 0.77 0.26
C -0.843160 0.035077 -1.515103 -0.32 -0.46 -1.09
C 0.328407 0.499731 -0.700028 -1.14 -1.04 0.77
C -1.888342 -0.722579 0.700879 0.72 -0.40 0.34
C -1.204722 0.311637 -0.132892 1.52 0.80 -0.35
O -1.854679 1.494547 0.167431 4.35 4.92 2.02
H -1.244194 0.722851 -2.246985 0.13 0.00 -0.18
H 2.751238 0.939287 0.586528 0.24 0.08 0.20
H -2.941539 -0.757801 0.382809 0.34 0.05 -0.01
H 1.620520 0.268426 1.751194 0.15 0.02 0.25
H 2.044751 -0.741244 -1.040125 -0.01 -0.02 -0.41
H 3.023471 -0.701843 1.225533 -0.32 0.12 -0.24
H -0.918638 2.140022 0.620763 -4.95 -2.76 -2.11
H -0.885590 -1.008160 -1.793386 0.03 -0.16 -0.25
H 0.759458 1.428529 -1.100774 -0.71 0.24 0.93
C 1.378237 -0.451383 -0.228824 0.47 -1.31 -0.20
H 0.927992 -1.383007 0.107925 -0.32 -0.20 -0.15
H -1.865968 -0.388797 1.740399 0.00 -0.37 0.03